15
Properties=species:S:1:pos:R:3 method="wB97M-V/def2-TZVPD" energy_ev=-12458.7633 largest_force_ev_per_a=4.5 homo_energy_ev=-9.736 charge=0
O 2.27158 4.07085 1.23019
O 1.04541 -3.60036 -1.15572
O -0.55452 0.24225 1.30866
C 1.18563 3.65123 1.58060
C 0.85632 -2.39556 -1.05246
C -0.28667 1.60724 1.53321
C -0.00564 -0.37338 0.18360
C 0.85347 2.24080 1.12505
C 0.34985 -1.74827 0.16886
H 0.40423 4.31119 1.97235
H 0.86052 -1.81110 -1.98266
H -1.00197 2.11956 2.17518
H 0.09000 0.12116 -0.75849
H 1.62116 1.76755 0.51557
H 0.24828 -2.26550 1.09372

18
Properties=species:S:1:pos:R:3 method="wB97M-V/def2-TZVPD" multiplicity=4 energy_ev=-42221.4687 largest_force_ev_per_a=12.4 homo_energy_ev="-18.480 / -18.471" charge=+2
V 0.17775 -0.41314 -2.15555
O -0.77969 4.88538 -0.05632
C -0.87161 4.36456 -1.08901
C 1.79254 -1.22614 -1.71359
O 2.77012 -1.83961 -1.51011
C -1.09307 -1.49376 -1.36664
O -1.87626 -2.25121 -0.90122
C 0.01920 -0.89401 -3.94453
O -0.06526 -1.10941 -5.09839
C 0.16952 -0.06469 2.86817
C -0.37918 -0.27412 1.47461
O 0.34078 0.44789 0.46588
H 1.17991 -0.42978 2.90701
H -0.44408 -0.62257 3.57099
H 0.14464 0.97630 3.13175
H -0.33602 -1.31483 1.15056
H -1.43228 0.02578 1.36189
H 0.68302 1.23336 0.90449

19
Properties=species:S:1:pos:R:3 method="wB97M-V/def2-TZVPD" energy_ev=-29435.8390 largest_force_ev_per_a=7.1 homo_energy_ev="-0.002 / -0.001" charge=-2
C -0.26934 0.19792 2.44835
C 0.15221 1.02065 -1.89751
C -0.66279 0.08474 1.12563
C 0.81209 1.12031 -0.72700
C 2.03160 1.51043 -0.14768
C -0.23776 -1.03663 0.30523
O 2.41017 2.56864 0.26387
O -2.74170 -0.48540 -0.86648
O 2.87317 0.31818 0.16579
O -2.33155 -2.58767 0.09881
O -1.19624 -2.04302 -2.03889
O 0.68946 -1.77756 0.22658
S -1.68688 -1.51679 -0.78937
H -0.82379 0.87235 3.01571
H 0.20751 -0.55325 2.92845
H -0.82267 0.55238 -1.85129
H 0.42965 1.55179 -2.83688
H -1.33146 0.70370 0.75030
H 2.49833 -0.50078 -0.17362

21
Properties=species:S:1:pos:R:3 method="wB97M-V/def2-TZVPD" energy_ev=-51100.5136 largest_force_ev_per_a=3.2 homo_energy_ev=-10.137 charge=0
C 0.37442 0.21608 1.35497
C -0.39074 -1.15552 -1.02925
C -1.54645 1.55731 0.56353
C -2.07165 0.75300 -0.72201
C -0.17700 0.99950 0.25522
C -0.66785 0.31172 -1.04221
O 2.78696 -0.98720 1.68444
O 2.68413 1.43838 1.07878
O 1.95250 -2.34505 -2.12547
O 2.15989 -0.35527 -0.64160
O -1.07740 -2.35708 1.41664
O 1.12340 -2.46620 0.11696
S 2.09551 0.14226 1.10831
S 1.35376 -1.49549 -1.17637
S -0.14126 -1.58877 0.66740
H -1.75727 2.63430 0.50914
H -2.01378 1.02400 1.34245
H -2.40942 -0.12968 -0.22883
H -2.65666 1.11662 -1.50144
H 0.47531 1.83505 0.12194
H -0.09640 0.85204 -1.75261

14
Properties=species:S:1:pos:R:3 method="wB97M-V/def2-TZVPD" energy_ev=-27986.6254 largest_force_ev_per_a=3.9 homo_energy_ev="-8.004 / -8.004" charge=0
C 1.31989 -1.02587 -0.21357
C 0.31477 -1.34324 0.58758
C 1.24105 0.28918 -0.94794
C -0.91927 -0.75212 0.50639
C 0.07044 1.12102 -0.45001
C -1.09261 0.49020 0.03566
S 2.11676 1.52375 0.37481
S -2.60615 1.35002 -0.11363
H 2.20044 -1.61213 -0.30903
H 0.20040 -2.38452 0.99533
H 1.66173 0.37436 -1.95900
H -1.61214 -1.32983 1.03708
H 0.02928 2.13923 -0.71818
H -2.92458 1.15995 1.17452

136
Properties=species:S:1:pos:R:3 method="wB97M-V/def2-TZVPD" energy_ev=-180290.3880 largest_force_ev_per_a=7.3 homo_energy_ev=2.934 charge=-4
Mg 4.11374 12.44098 14.00503
Mg -0.51758 11.10154 16.20281
Mg 0.93495 11.58799 10.35007
S 3.63069 13.18590 10.89265
O 3.71202 14.60039 10.75449
O 4.27032 12.79384 12.16635
O 2.27043 12.73675 10.86923
O 4.31718 12.49345 9.79525
S -0.73023 14.06138 9.33538
O -0.35033 12.93650 10.22541
O -1.41792 13.48411 8.16929
O -1.62059 14.97242 9.99031
O 0.48876 14.80734 8.96386
S 0.36402 10.03042 13.22172
O -0.82355 9.19045 12.95223
O 0.52076 11.06999 12.20089
O 0.14425 10.66657 14.49137
O 1.49449 9.21019 13.37962
S 5.70456 9.17640 10.74768
O 5.48799 10.24478 9.80940
O 4.58477 9.04266 11.65554
O 5.98154 7.91357 10.01238
O 6.87573 9.51325 11.55760
S 4.17993 12.27233 17.20913
O 3.20313 13.06829 17.91180
O 3.84091 12.07886 15.82683
O 5.53031 12.88675 17.33519
O 4.29036 10.93863 17.74522
O -1.32994 13.34078 12.89397
H -1.31324 14.28867 12.76185
H -0.88807 12.98329 12.12378
O -0.47399 10.28300 9.73361
H -1.05460 9.74056 10.26733
H -0.68722 10.04654 8.83092
O -1.29521 11.47947 17.98588
H -0.92484 10.99280 18.72224
H -1.63142 12.28621 18.37622
O 2.93645 7.05708 11.95140
H 3.66097 7.59122 11.62582
H 2.37970 7.67276 12.42806
O 1.04898 15.35491 12.32692
H 1.19864 15.34220 11.38158
H 0.11876 15.56052 12.41990
O 5.54989 9.54246 15.74785
H 5.99928 9.01707 16.40986
H 4.88065 10.02220 16.23589
O -2.16676 4.86165 12.19781
H -1.45021 5.35838 12.59286
H -2.59052 4.42353 12.93584
O -4.87484 12.87143 12.03374
H -4.14128 12.25653 12.02993
H -5.45623 12.55573 11.34197
O -2.39743 10.81507 15.54854
H -2.62628 10.35195 14.74270
H -3.16954 11.34421 15.74876
O -0.47579 9.13450 16.73740
H 0.36103 8.72399 16.51955
H -1.10444 8.41267 16.73726
O 5.64269 7.62544 13.76736
H 5.05768 7.85819 13.04637
H 5.51968 8.32316 14.41102
O 3.46249 8.31032 18.25743
H 2.78007 8.43115 17.59718
H 3.97794 7.57008 17.93713
O -0.64980 13.05827 15.53104
H -0.81753 13.97067 15.76685
H -0.83358 13.01525 14.59262
O 1.26401 11.50271 16.94645
H 1.57249 11.94530 17.73714
H 2.06306 11.21144 16.50722
O 2.19011 10.04528 10.17372
H 2.94074 9.88983 10.74698
H 2.36477 9.51053 9.39928
O 3.64365 10.63876 13.47137
H 2.79841 10.18963 13.47885
H 4.18319 10.12487 12.87049
O 1.81558 7.96162 16.04294
H 2.10071 7.07868 15.80770
H 1.61002 8.37837 15.20611
O 1.47761 5.35123 15.05126
H 0.93522 5.80093 14.40334
H 0.87812 4.74572 15.48739
O -4.74059 6.95765 9.78518
H -4.30005 7.20270 8.97148
H -4.14287 7.24185 10.47669
O 2.17902 13.18242 13.75474
H 2.06163 13.84920 13.07809
H 1.31051 12.79486 13.86299
O -2.90869 11.01064 12.75496
H -2.63388 11.87993 13.04658
H -2.13894 10.45785 12.88970
O -3.69389 9.06874 17.88316
H -3.05905 8.43330 18.21392
H -3.43626 9.21377 16.97277
O -4.04928 12.90579 9.28980
H -3.63144 12.17458 9.74476
H -3.34347 13.53748 9.15190
O 0.12492 6.39442 12.64938
H 0.12621 7.21078 13.14916
H 0.93119 6.42697 12.13451
O 1.56832 12.05183 8.46188
H 2.42571 12.47431 8.51315
H 1.26340 12.23477 7.57317
O -2.65866 7.92096 11.28155
H -2.41510 8.68249 11.80785
H -2.21675 7.18515 11.70527
O -3.93707 10.16926 9.68206
H -4.83652 9.90165 9.87076
H -3.39800 9.45409 10.01994
C -4.93075 6.97772 15.17413
C -3.83761 7.50795 14.15521
O -2.54671 7.74476 14.64760
H -4.62069 6.04410 15.64352
H -5.87908 6.81303 14.66262
H -5.13019 7.73792 15.92938
H -4.28898 8.32337 13.59002
H -3.74344 6.66202 13.47430
H -2.04351 8.05012 13.88922
C -0.69870 4.17015 8.79928
C 0.37956 5.21866 9.16306
O 0.80271 5.85075 7.98828
H -0.87842 3.47678 9.62088
H -0.38765 3.63266 7.90349
H -1.62402 4.71813 8.62150
H 1.17493 4.75949 9.75013
H -0.01706 5.98120 9.83338
H 1.41819 6.53612 8.25855
C 3.54021 3.10410 12.76864
C 4.58399 3.52668 11.83740
O 4.23868 4.68754 11.06464
H 2.62421 2.90761 12.21146
H 3.18380 3.93454 13.37810
H 3.86159 2.29016 13.41850
H 4.87607 2.70031 11.18940
H 5.40732 3.91372 12.43775
H 3.85578 5.40975 11.56802

26
Properties=species:S:1:pos:R:3 method="wB97M-V/def2-TZVPD" energy_ev=-41159.9944 largest_force_ev_per_a=0.2 homo_energy_ev=-6.701 charge=-1
N 1.32045 -0.62733 2.39929
C 0.88547 0.12688 1.48284
C -0.21977 -0.34789 0.57398
C -1.57517 -0.19335 1.25834
C -2.33278 -1.51652 1.53285
O -3.69546 -1.32194 1.09593
S -3.93968 0.23631 0.93813
O -4.89263 0.46143 -0.08351
O -4.11343 0.80986 2.23305
O -2.49317 0.55943 0.40100
H 2.04538 -0.15086 2.93356
H 1.25188 1.14490 1.33124
H -0.03938 -1.39973 0.34916
H -0.21080 0.21659 -0.35713
H -1.48738 0.37272 2.18685
H -2.31173 -1.76387 2.59433
H -1.95709 -2.35992 0.95749
B 1.71722 0.14020 -3.05105
O 1.98560 0.08803 -1.56998
C 3.08325 0.75068 -1.28150
O 3.54520 0.89732 -0.18094
C 3.66374 1.31338 -2.60229
O 4.66608 1.96814 -2.69466
O 2.86390 0.95089 -3.57829
F 0.51141 0.77944 -3.28333
F 1.72887 -1.13480 -3.58539

20
Properties=species:S:1:pos:R:3 method="wB97M-V/def2-TZVPD" energy_ev=-163211.4995 largest_force_ev_per_a=5.4 homo_energy_ev="-3.476 / -3.173" charge=-1
C -2.05362 -0.68854 0.06756
C -3.11821 0.93316 -0.69351
C -1.77125 1.29895 -0.79514
C 2.40051 -0.31494 0.83935
C 1.55539 0.19449 1.99820
C 0.87459 -0.49610 0.75305
N -3.21181 -0.32395 -0.18480
N -1.06083 0.27383 -0.21930
N 0.74409 -0.72832 -2.10216
N 0.25775 0.31882 -0.11321
S -4.55768 1.76193 -1.05504
Br -0.91666 2.74198 -1.45720
Br 1.98763 -2.07088 -1.84895
H -1.65189 -1.69743 0.33262
H 2.81691 0.41589 0.06268
H 3.05596 -1.17329 0.85823
H 1.56282 -0.28941 2.99330
H 1.42929 1.19425 2.04846
H 0.40186 -1.38485 0.93138
H 1.25516 0.03443 -2.41551

18
Properties=species:S:1:pos:R:3 method="wB97M-V/def2-TZVPD" energy_ev=-82314.0529 largest_force_ev_per_a=4.3 homo_energy_ev=-16.133 charge=+2
C 1.55605 1.21066 0.87703
C -2.37748 1.69494 -0.07997
C 1.34157 -0.21670 0.57278
C 0.07672 2.04137 -0.73546
C -1.12090 1.55766 -0.53806
C -4.60845 0.71042 0.00739
N 1.01701 2.17644 0.21106
N -3.46060 0.88210 -0.16859
N 0.22271 -0.49017 0.02520
N 0.13559 -1.81042 -0.53284
Br -6.14132 -0.12669 0.13556
H 2.41592 1.63010 1.44215
H -2.46555 2.76709 0.06286
H 2.25189 -0.71968 0.58092
H 0.42317 2.31404 -1.67646
H -0.71598 -2.37085 -0.35622
H 0.84778 -2.44568 -0.13003
H 0.04548 -1.85116 -1.62405

15
Properties=species:S:1:pos:R:3 method="wB97M-V/def2-TZVPD" energy_ev=-78420.5841 largest_force_ev_per_a=4.2 homo_energy_ev=-8.808 charge=0
C 0.53337 -0.94530 -0.03936
C 1.74043 -1.46380 -0.60194
C -0.93021 -0.95798 -0.32634
C -1.05950 0.54894 -0.64079
C -0.18795 1.27833 0.29206
C 0.93583 0.24083 0.67267
O 1.46162 -1.97682 0.58689
Br 2.58299 0.78137 -0.08878
H -1.22524 -1.67630 -1.07790
H -1.60650 -1.04532 0.64155
H -0.75338 0.78459 -1.72309
H -2.14536 0.62081 -0.55542
H 0.35591 2.10070 -0.04445
H -0.75723 1.51878 1.20131
H 1.05522 0.19116 1.70358